No. 1
Here is a 3-piece molecular cluster, C3H13NO2S2 overall from OMol25. Energies are from the ωB97M-V functional and the def2-TZVPD basis.

Last column: natural (NBO) charge in e.
Element x y z (Å)
S  0.247  1.479  1.079  0.07
S  1.059  0.107  -0.232  0.12
O  0.840  -0.283  4.181  -0.94
O  1.730  -3.279  0.355  -0.95
N  -1.710  -1.417  -1.029  -0.84
C  0.132  0.023  -1.732  -0.60
C  -1.379  -0.095  -1.595  -0.23
C  0.322  3.079  0.279  -0.80
H  -1.846  -0.027  -2.568  0.20
H  0.415  0.799  -2.459  0.22
H  0.944  3.824  0.798  0.24
H  1.739  -0.553  3.975  0.47
H  -1.721  0.680  -0.909  0.18
H  0.490  -0.798  -2.347  0.25
H  0.899  -2.796  0.320  0.48
H  -1.722  -1.389  -0.015  0.36
H  -0.669  3.487  0.103  0.23
H  0.929  3.140  -0.632  0.25
H  0.418  -0.123  3.331  0.47
H  1.526  -4.215  0.361  0.47
H  -2.644  -1.640  -1.262  0.36

Energy relative to the best compared isomer or geometry (same formula, charge and spin): 81.3 kJ/mol
Orbital gap: 9.3 eV
SMILES: CSSCCN.O.O



No. 2
Here is a 2-piece molecular cluster, C4H12 overall from OMol25. Energies are from the ωB97M-V functional and the def2-TZVPD basis.

Last column: natural (NBO) charge in e.
Element x y z (Å)
C  -0.880  0.274  -1.608  -0.61
C  -0.421  0.320  2.142  -0.60
C  0.078  -0.528  -2.592  -0.60
C  1.037  -0.100  1.977  -0.61
H  -0.303  1.326  2.793  0.19
H  -0.794  0.553  1.232  0.21
H  -1.535  0.952  -2.069  0.20
H  1.117  0.105  -2.970  0.20
H  1.549  0.183  1.034  0.20
H  1.119  -1.177  1.984  0.20
H  -0.153  0.947  -1.068  0.20
H  -1.393  -0.438  -0.996  0.21
H  1.653  0.182  2.786  0.20
H  -0.962  -0.330  2.800  0.21
H  0.475  -1.355  -2.061  0.20
H  -0.587  -0.914  -3.385  0.20

Energy relative to the best compared isomer or geometry (same formula, charge and spin): 132.0 kJ/mol
Orbital gap: 12.4 eV
SMILES: CC.CC



No. 3
Here is C19H25BrN2O5 as an isolated structure from OMol25. Energies are from the ωB97M-V functional and the def2-TZVPD basis.

Last column: natural (NBO) charge in e.
Element x y z (Å)
Br  -3.417  1.590  -0.431  0.10
O  1.580  -2.786  2.077  -0.66
O  4.251  0.581  -2.704  -0.63
O  1.044  3.624  1.244  -0.51
O  -1.672  3.704  0.841  -0.59
O  -0.084  -2.229  0.482  -0.51
N  2.239  -0.405  -1.897  -0.63
N  4.147  -0.678  -0.690  -0.45
C  1.104  1.483  0.304  -0.32
C  -4.238  -4.228  -1.414  -0.62
C  -1.613  1.499  -0.324  -0.21
C  3.293  -1.173  0.200  0.32
C  -2.847  -2.465  -0.143  -0.41
C  1.154  -2.187  0.951  0.81
C  0.632  0.494  -0.594  0.01
C  -2.323  -2.250  1.211  -0.41
C  5.571  -0.020  -0.319  -0.42
C  0.437  2.627  0.656  0.21
C  3.613  0.058  -1.744  0.78
C  4.060  -1.743  1.520  -0.65
C  -1.071  2.651  0.583  0.32
C  1.308  -0.846  -0.946  -0.08
C  2.004  -1.254  0.149  -0.27
C  -0.999  -3.060  1.296  -0.10
C  2.362  3.463  1.463  -0.21
C  -0.869  0.478  -0.606  -0.24
C  -3.520  -3.938  -0.140  -0.40
H  4.842  -2.418  1.273  0.22
H  6.148  -1.132  -0.543  0.22
H  2.606  2.781  2.206  0.19
H  3.604  -2.557  2.201  0.29
H  -3.500  -4.185  -2.324  0.19
H  -1.118  4.199  1.189  0.47
H  -3.598  -1.863  -0.370  0.21
H  -0.747  -2.874  2.539  0.22
H  -5.006  -3.428  -1.801  0.20
H  -1.372  -0.495  -1.258  0.22
H  0.634  -1.579  -1.494  0.24
H  -4.426  -3.867  0.524  0.20
H  2.232  1.559  0.028  0.21
H  5.680  0.311  0.859  0.24
H  5.840  0.465  -1.155  0.23
H  -2.149  -2.631  -0.841  0.20
H  -2.810  -4.849  0.144  0.20
H  2.933  3.596  0.589  0.19
H  -1.148  -4.076  1.364  0.22
H  2.576  4.751  1.947  0.15
H  -4.903  -5.136  -1.445  0.22
H  1.968  -0.154  -2.826  0.41
H  -2.342  -1.077  1.247  0.24
H  -3.097  -2.672  2.068  0.21
H  4.519  -1.136  2.076  0.19

Energy relative to the best compared isomer or geometry (same formula, charge and spin): 1390.9 kJ/mol
Orbital gap: 8.0 eV



No. 4
Here is C2H3N2PS3 as an isolated structure from OMol25. Energies are from the ωB97M-V functional and the def2-TZVPD basis.

Last column: natural (NBO) charge in e.
Element x y z (Å)
S  2.255  -0.980  1.083  -0.16
S  -0.337  -1.591  -2.584  -0.22
S  0.944  2.034  0.614  -0.03
P  0.367  -0.861  0.032  0.84
N  -1.640  -1.749  1.959  -0.21
N  -0.849  1.216  -1.098  -0.80
C  0.106  0.895  -0.177  -0.31
C  -0.801  -1.224  1.350  -0.10
H  1.806  -0.229  2.073  0.17
H  -1.002  2.181  -1.457  0.43
H  -0.848  0.309  -1.796  0.40

Energy relative to the best compared isomer or geometry (same formula, charge and spin): 300.3 kJ/mol
Orbital gap (alpha / beta): 6.2 / 6.1 eV



> Among the records above, which one has the highest energy relative to the best compared isomer or geometry (same formula, charge and spin)?

C19H25BrN2O5



> What is the energy relative to the best compared isomer or geometry (same formula, charge and spin) in the first record?

81.3 kJ/mol



> The lowest energy relative to the best compared isomer or geometry (same formula, charge and spin) belongs to which entry?

C3H13NO2S2



> Look up the energy relative to the best compared isomer or geometry (same formula, charge and spin) of the second one.

132.0 kJ/mol